Record 1
C8H17Cl6N2O3Y as an isolated structure. Source: the Open Molecules 2025 dataset; level of theory: ωB97M-V/def2-TZVPD.

Cartesian coordinates (Å):
Y  17.322  -0.918  -17.143
O  19.084  -2.246  -17.244
H  19.868  -2.658  -17.657
C  21.575  2.289  -17.028
O  22.057  3.413  -17.239
N  22.334  1.200  -16.988
C  21.665  -0.141  -16.770
C  23.794  1.224  -17.301
H  20.511  2.078  -16.841
H  22.110  -0.664  -15.924
H  21.812  -0.725  -17.678
H  20.598  0.019  -16.611
H  24.284  0.709  -16.474
H  24.050  0.561  -18.128
H  24.204  2.201  -17.558
C  16.792  -3.266  -14.433
O  16.815  -2.399  -15.362
N  17.854  -3.664  -13.678
C  17.645  -4.823  -12.777
C  19.183  -3.070  -13.853
H  15.835  -3.681  -14.079
H  18.119  -5.663  -13.287
H  16.566  -4.925  -12.666
H  18.088  -4.640  -11.798
H  19.988  -3.770  -14.078
H  19.243  -2.331  -14.652
H  19.497  -2.531  -12.959
C  21.060  -1.215  -20.218
Cl  22.451  -0.102  -20.407
Cl  21.580  -2.802  -19.813
Cl  20.221  -1.278  -21.802
H  20.449  -0.725  -19.461
C  19.181  -5.652  -16.339
Cl  19.659  -6.628  -14.902
Cl  17.726  -6.349  -17.237
Cl  20.585  -5.414  -17.427
H  18.969  -4.634  -16.011

Properties
HOMO-LUMO gap (spin up / spin down): 0.24366 / 0.24736 hartree
Multiplicity: 2
Net charge: +1
Energy above the lowest of the compared OMol25 structures with the same formula, charge and spin: 169.6 kJ/mol
Lowest unoccupied orbital energy (spin up / spin down): -4.12 / -4.74 eV
E_tot: -3449.45298 hartree
HOMO level (spin up / spin down): -10.751 / -11.469 eV

Record 2
C16H34MgO14 as an isolated structure. Source: the Open Molecules 2025 dataset; level of theory: ωB97M-V/def2-TZVPD.

Cartesian coordinates (Å):
Mg  30.861  -0.135  -7.200
C  31.276  3.066  -4.548
C  31.482  1.510  -4.414
O  30.890  0.726  -5.389
H  32.064  3.519  -3.946
H  30.312  3.479  -4.252
H  31.533  3.486  -5.520
H  31.185  1.163  -3.425
H  32.557  1.358  -4.311
C  32.280  -0.501  -10.935
C  31.182  -1.457  -10.348
O  30.913  -1.073  -9.001
H  33.187  -0.642  -10.346
H  31.958  0.536  -10.845
H  32.626  -0.929  -11.876
H  31.425  -2.518  -10.396
H  30.321  -1.180  -10.956
C  32.358  -2.316  -3.597
O  32.170  -3.309  -4.588
C  31.761  -3.019  -5.850
O  31.679  -1.897  -6.330
O  31.692  -4.215  -6.473
C  31.518  -4.202  -7.909
H  33.036  -1.517  -3.897
H  32.468  -2.740  -2.599
H  31.406  -1.790  -3.521
H  30.812  -3.455  -8.274
H  31.349  -5.123  -8.467
H  32.415  -3.858  -8.423
C  35.214  -0.060  -8.765
O  34.598  1.231  -8.693
C  33.395  1.481  -8.298
O  32.626  0.737  -7.726
O  32.964  2.760  -8.506
C  33.801  3.832  -8.659
H  35.394  -0.242  -9.825
H  34.653  -0.830  -8.236
H  36.188  -0.129  -8.281
H  33.204  4.692  -8.359
H  34.149  3.889  -9.691
H  34.665  3.629  -8.027
C  28.243  -3.589  -6.230
O  27.333  -2.479  -6.136
C  27.872  -1.291  -6.364
O  29.011  -1.037  -6.687
O  27.032  -0.410  -5.992
C  27.231  0.965  -6.264
H  28.820  -3.441  -5.317
H  28.851  -3.651  -7.132
H  27.668  -4.489  -6.014
H  28.223  1.195  -5.877
H  26.510  1.622  -5.778
H  27.184  1.126  -7.341
C  28.499  1.099  -10.291
O  28.816  2.409  -9.856
C  29.368  2.555  -8.667
O  29.722  1.599  -7.925
O  29.410  3.857  -8.408
C  29.978  4.386  -7.240
H  27.482  1.001  -10.669
H  28.700  0.426  -9.457
H  29.275  0.793  -10.994
H  31.058  4.339  -7.372
H  29.588  3.875  -6.359
H  29.913  5.461  -7.075

Properties
HOMO-LUMO gap: 0.28135 hartree
Multiplicity: 1
Net charge: 0
Energy above the lowest of the compared OMol25 structures with the same formula, charge and spin: 305.4 kJ/mol
Lowest unoccupied orbital energy: 0.58 eV
E_tot: -1883.51074 hartree
HOMO level: -7.081 eV

Record 3
C38H29BrClN5O3V as an isolated structure. Source: the Open Molecules 2025 dataset; level of theory: ωB97M-V/def2-TZVPD.

Cartesian coordinates (Å):
V  -0.320  -0.793  -1.020
O  -3.770  -0.076  1.448
C  -3.844  -1.257  2.128
C  -5.056  -1.736  2.610
C  -5.105  -2.902  3.361
C  -3.936  -3.590  3.637
C  -2.732  -3.108  3.137
C  -2.660  -1.956  2.369
C  -1.327  -1.494  1.798
O  -1.390  -1.423  0.444
N  -0.964  -0.231  2.448
N  0.353  0.052  2.390
C  0.709  1.276  2.396
C  2.104  1.687  2.355
Br  3.354  0.332  1.902
C  2.564  2.932  2.521
C  1.776  4.117  2.883
C  2.117  5.350  2.319
C  1.402  6.498  2.615
C  0.328  6.444  3.496
C  -0.004  5.235  4.087
C  0.716  4.086  3.792
H  -4.657  0.277  1.331
H  -5.966  -1.181  2.401
H  -6.057  -3.264  3.728
H  -3.958  -4.498  4.226
H  -1.812  -3.647  3.332
H  -0.553  -2.200  2.135
H  -1.576  0.532  2.162
H  -0.034  2.074  2.386
H  3.614  3.110  2.319
H  2.946  5.394  1.621
H  1.678  7.436  2.151
H  -0.236  7.339  3.726
H  -0.824  5.184  4.792
H  0.467  3.156  4.287
Cl  1.321  6.187  -2.691
C  0.743  4.658  -2.068
C  0.235  4.591  -0.771
C  -0.209  3.388  -0.280
C  -0.173  2.195  -1.041
O  -0.621  1.094  -0.510
C  0.321  2.297  -2.370
C  0.320  1.190  -3.293
N  -0.019  -0.016  -3.000
C  -0.037  -1.045  -3.949
C  0.559  -0.998  -5.221
C  0.451  -2.092  -6.064
C  -0.241  -3.234  -5.679
C  -0.834  -3.323  -4.404
C  -1.550  -4.439  -3.928
C  -2.075  -4.420  -2.632
C  -1.878  -3.326  -1.826
N  -1.205  -2.229  -2.252
C  -0.702  -2.209  -3.520
C  0.775  3.536  -2.854
H  0.194  5.482  -0.159
H  -0.615  3.328  0.722
H  0.604  1.433  -4.318
H  1.125  -0.131  -5.535
H  0.928  -2.059  -7.036
H  -0.319  -4.080  -6.351
H  -1.677  -5.303  -4.569
H  -2.630  -5.266  -2.247
H  -2.234  -3.272  -0.806
H  1.148  3.599  -3.869
N  1.200  -1.423  -0.812
C  2.301  -2.157  -0.463
C  2.179  -3.277  0.371
C  3.298  -4.007  0.736
C  4.559  -3.649  0.277
C  4.688  -2.546  -0.559
C  3.577  -1.805  -0.925
H  1.191  -3.547  0.721
H  3.185  -4.866  1.386
H  5.431  -4.223  0.565
H  5.667  -2.257  -0.924
H  3.667  -0.938  -1.567

Properties
HOMO-LUMO gap (spin up / spin down): 0.17182 / 0.26838 hartree
Multiplicity: 3
Net charge: -1
Energy above the lowest of the compared OMol25 structures with the same formula, charge and spin: 97.3 kJ/mol
Lowest unoccupied orbital energy (spin up / spin down): 2.39 / 2.42 eV
E_tot: -5943.30254 hartree
HOMO level (spin up / spin down): -2.289 / -4.888 eV

Record 4
C6H11HoO4 as an isolated structure. Source: the Open Molecules 2025 dataset; level of theory: ωB97M-V/def2-TZVPD.

Cartesian coordinates (Å):
O  1.025  -0.432  -1.543
C  -0.120  0.323  -1.723
C  -1.227  0.121  -0.682
O  -2.007  -1.033  -1.034
C  -1.740  -2.281  -0.508
C  -0.644  -2.683  0.155
Ho  1.415  -1.548  0.227
H  -0.547  0.153  -2.738
H  0.100  1.417  -1.726
H  -1.318  0.029  0.416
H  -2.596  -2.926  -0.761
H  -0.760  -3.739  0.451
O  1.386  0.237  1.952
H  2.031  0.127  2.693
C  1.666  3.774  1.435
O  1.973  2.452  1.787
C  0.836  1.595  1.856
H  2.567  4.298  1.078
H  0.914  3.797  0.625
H  1.265  4.291  2.320
H  0.427  1.794  2.866
H  -1.390  1.344  -0.255

Properties
HOMO-LUMO gap (spin up / spin down): 0.19685 / 0.21582 hartree
Multiplicity: 6
Net charge: -1
Lowest unoccupied orbital energy (spin up / spin down): 3.47 / 3.10 eV
E_tot: -1484.02001 hartree
HOMO level (spin up / spin down): -1.886 / -2.768 eV

Record 5
The molecule C16H22N4O2S. Source: the Open Molecules 2025 dataset; level of theory: ωB97M-V/def2-TZVPD.

Cartesian coordinates (Å):
C  -4.795  1.387  0.954
C  -4.081  2.249  -0.082
C  -4.710  3.637  -0.156
C  -2.591  2.375  0.259
N  -1.923  1.096  0.252
C  -1.296  0.593  1.325
O  -1.260  1.118  2.414
C  -0.659  -0.782  1.122
S  -0.103  -1.163  -0.560
C  1.108  0.073  -0.729
N  1.150  1.148  -0.010
N  2.230  1.840  -0.474
C  2.865  1.191  -1.494
O  3.845  1.520  -2.115
N  2.098  0.038  -1.670
C  2.475  -1.063  -2.517
C  3.588  -1.898  -1.857
C  3.139  -2.368  -0.502
C  3.382  -1.592  0.625
C  2.886  -1.968  1.860
C  2.144  -3.131  1.984
C  1.909  -3.919  0.869
C  2.401  -3.537  -0.366
H  -5.849  1.287  0.706
H  -4.712  1.838  1.940
H  -4.356  0.393  0.998
H  -4.170  1.769  -1.064
H  -4.626  4.140  0.804
H  -4.214  4.247  -0.908
H  -5.763  3.563  -0.414
H  -2.468  2.783  1.265
H  -2.100  3.045  -0.456
H  -1.887  0.591  -0.621
H  -1.390  -1.555  1.365
H  0.195  -0.879  1.791
H  2.493  2.709  -0.042
H  2.834  -0.648  -3.462
H  1.586  -1.673  -2.691
H  3.813  -2.744  -2.507
H  4.478  -1.274  -1.768
H  3.966  -0.686  0.533
H  3.075  -1.350  2.726
H  1.752  -3.423  2.947
H  1.336  -4.829  0.962
H  2.205  -4.148  -1.236

Properties
SMILES string: CC(C)CNC(=O)CSc1n[nH]c(=O)n1CCc1ccccc1
HOMO-LUMO gap: 0.32572 hartree
Multiplicity: 1
Net charge: 0
Energy above the lowest of the compared OMol25 structures with the same formula, charge and spin: 21.4 kJ/mol
Lowest unoccupied orbital energy: 0.42 eV
E_tot: -1390.63378 hartree
HOMO level: -8.441 eV

Record 6
The molecule C2H3Cl2P. Source: the Open Molecules 2025 dataset; level of theory: ωB97M-V/def2-TZVPD.

Cartesian coordinates (Å):
H  2.771  1.077  -0.005
P  1.852  0.484  0.747
C  0.548  0.334  -0.356
C  -1.062  -0.360  0.294
Cl  -2.297  0.149  -0.755
Cl  -0.936  -2.144  0.130
H  0.264  0.579  -1.359
H  -1.141  -0.119  1.304

Properties
SMILES string: [H]/P=C/C(Cl)Cl
HOMO-LUMO gap: 0.35184 hartree
Multiplicity: 1
Net charge: 0
Energy above the lowest of the compared OMol25 structures with the same formula, charge and spin: 296.1 kJ/mol
Lowest unoccupied orbital energy: -0.34 eV
E_tot: -1339.64117 hartree
HOMO level: -9.911 eV

Record 7
C38H51BN9O2RbSSb2 as an isolated structure. Source: the Open Molecules 2025 dataset; level of theory: ωB97M-V/def2-TZVPD.

Cartesian coordinates (Å):
Rb  0.267  -0.280  -0.525
C  0.704  3.569  -0.696
C  -0.753  3.363  -0.431
C  -1.812  4.279  -0.575
C  -2.940  3.580  -0.194
C  -4.349  4.076  -0.141
N  -2.550  2.332  0.150
N  -1.212  2.203  0.014
B  -3.458  1.146  0.564
N  -2.963  0.463  1.859
N  -1.820  -0.257  1.920
C  -1.804  -0.867  3.094
C  -0.698  -1.811  3.444
C  -2.958  -0.525  3.831
C  -3.671  0.318  3.005
C  -4.983  0.983  3.276
N  -3.613  0.111  -0.579
N  -2.616  -0.735  -0.914
C  -3.066  -1.515  -1.883
C  -2.173  -2.552  -2.482
C  -4.393  -1.164  -2.202
C  -4.707  -0.131  -1.340
C  -6.005  0.600  -1.225
H  1.086  4.453  -0.179
H  1.277  2.696  -0.380
H  0.892  3.706  -1.764
H  -1.768  5.306  -0.902
H  -4.365  5.142  -0.367
H  -4.986  3.565  -0.864
H  -4.789  3.925  0.846
H  -4.547  1.604  0.783
H  0.169  -1.626  2.809
H  -0.397  -1.715  4.490
H  -1.001  -2.845  3.273
H  -3.236  -0.848  4.823
H  -5.292  0.771  4.300
H  -4.914  2.065  3.151
H  -5.763  0.625  2.600
H  -1.318  -2.729  -1.829
H  -2.692  -3.503  -2.620
H  -1.790  -2.236  -3.455
H  -5.047  -1.605  -2.939
H  -6.734  0.151  -1.899
H  -6.400  0.557  -0.208
H  -5.903  1.654  -1.492
C  4.807  -2.471  0.278
Sb  3.175  -1.405  1.197
C  3.592  -2.040  3.219
C  4.292  0.545  1.315
C  4.713  0.962  2.671
C  5.851  0.369  3.238
C  6.269  0.641  4.528
C  5.544  1.536  5.305
C  4.437  2.158  4.754
C  4.009  1.908  3.448
C  2.827  2.661  2.922
Sb  1.026  1.425  2.802
C  -0.388  3.035  3.020
C  0.998  0.977  4.916
H  5.745  -2.335  0.821
H  4.922  -2.126  -0.749
H  4.517  -3.521  0.279
H  4.659  -2.096  3.431
H  3.146  -3.029  3.331
H  3.131  -1.352  3.930
H  3.640  1.261  0.816
H  5.163  0.385  0.674
H  6.404  -0.344  2.636
H  7.149  0.151  4.928
H  5.847  1.758  6.322
H  3.881  2.879  5.347
H  3.002  3.026  1.907
H  2.628  3.527  3.557
H  -0.200  3.603  3.934
H  -1.384  2.589  3.060
H  -0.347  3.695  2.156
H  1.206  1.869  5.509
H  1.738  0.213  5.153
H  0.003  0.605  5.167
S  1.597  -4.357  1.003
C  1.410  -4.259  -0.715
C  1.049  -5.410  -1.454
C  0.937  -5.338  -2.826
C  1.187  -4.131  -3.470
C  1.526  -3.041  -2.684
N  1.631  -3.086  -1.355
H  0.866  -6.333  -0.922
H  0.656  -6.221  -3.393
H  1.104  -4.025  -4.545
H  1.697  -2.069  -3.134
O  0.688  0.109  -3.172
N  1.473  0.966  -3.631
N  2.391  1.326  -2.781
O  2.477  0.827  -1.588
C  3.294  2.329  -3.193
C  3.179  2.981  -4.426
C  4.095  3.957  -4.774
C  5.130  4.305  -3.911
C  5.232  3.662  -2.687
C  4.323  2.680  -2.323
H  2.372  2.709  -5.089
H  3.998  4.456  -5.731
H  5.842  5.072  -4.190
H  6.028  3.926  -2.001
H  4.378  2.164  -1.375

Properties
HOMO-LUMO gap: 0.20748 hartree
Multiplicity: 1
Net charge: -2
Energy above the lowest of the compared OMol25 structures with the same formula, charge and spin: 1.5 kJ/mol
Lowest unoccupied orbital energy: 3.85 eV
E_tot: -3049.60511 hartree
HOMO level: -1.798 eV

Record 8
C33H24I2N6O3Zn as an isolated structure. Source: the Open Molecules 2025 dataset; level of theory: ωB97M-V/def2-TZVPD.

Cartesian coordinates (Å):
Zn  -19.764  -3.488  5.573
I  -17.339  1.518  -0.133
C  -18.072  0.124  1.222
C  -18.876  0.607  2.219
C  -19.533  0.016  3.389
I  -21.529  0.742  3.442
C  -19.184  -1.044  4.134
O  -19.972  -1.618  5.008
C  -17.792  -2.793  2.980
C  -17.378  -4.181  3.477
N  -18.554  -4.862  4.081
C  -19.457  -5.595  3.280
C  -20.753  -4.806  3.080
C  -21.523  -5.021  1.965
C  -22.667  -4.224  1.687
C  -23.083  -3.408  2.684
C  -22.273  -3.259  3.827
N  -21.166  -3.949  4.030
C  -16.741  -1.906  2.240
H  -19.026  1.692  2.163
H  -16.991  -4.688  2.553
H  -16.603  -4.093  4.276
H  -18.243  -5.398  4.877
H  -19.040  -5.880  2.308
H  -19.791  -6.518  3.769
H  -21.174  -5.806  1.324
H  -23.300  -4.275  0.822
H  -23.974  -2.783  2.571
H  -22.567  -2.619  4.668
H  -15.795  -2.258  1.879
O  -17.165  -4.636  8.371
C  -18.073  -4.197  7.697
O  -18.058  -3.713  6.545
C  -19.437  -4.085  8.385
C  -19.431  -4.063  9.811
C  -20.614  -4.062  10.444
C  -21.788  -3.854  9.664
C  -23.099  -3.712  10.182
C  -24.198  -3.656  9.438
C  -24.071  -3.812  8.067
C  -22.854  -3.820  7.491
C  -21.647  -3.875  8.253
N  -20.442  -3.886  7.595
H  -18.483  -4.063  10.275
H  -20.668  -4.013  11.545
H  -23.127  -3.676  11.263
H  -25.158  -3.557  9.905
H  -24.975  -3.802  7.414
H  -22.747  -3.874  6.398
N  -12.122  3.635  4.987
C  -12.972  2.903  4.774
C  -13.895  1.833  4.502
C  -13.862  1.311  3.220
C  -14.774  0.324  2.908
C  -15.706  -0.150  3.851
C  -15.710  0.436  5.122
C  -14.870  1.461  5.419
N  -16.691  -1.066  3.407
C  -17.627  -1.338  1.044
C  -18.841  -2.249  1.072
N  -18.914  -2.992  2.104
C  -17.824  -1.736  4.109
H  -13.173  1.565  2.446
H  -14.960  -0.095  1.921
H  -16.508  0.305  5.886
H  -14.901  1.910  6.403
H  -17.181  -1.423  0.066
H  -19.599  -2.229  0.267
H  -17.486  -2.074  5.071

Properties
HOMO-LUMO gap: 0.25642 hartree
Multiplicity: 1
Net charge: 0
Energy above the lowest of the compared OMol25 structures with the same formula, charge and spin: 170.5 kJ/mol
Lowest unoccupied orbital energy: -0.51 eV
E_tot: -4200.91492 hartree
HOMO level: -7.487 eV

Among the records above, which one has the lowest E_tot?
C38H29BrClN5O3V

Please write out number 6 again, unchanged.
The molecule C2H3Cl2P. Source: the Open Molecules 2025 dataset; level of theory: ωB97M-V/def2-TZVPD.

Cartesian coordinates (Å):
H  2.771  1.077  -0.005
P  1.852  0.484  0.747
C  0.548  0.334  -0.356
C  -1.062  -0.360  0.294
Cl  -2.297  0.149  -0.755
Cl  -0.936  -2.144  0.130
H  0.264  0.579  -1.359
H  -1.141  -0.119  1.304

Properties
SMILES string: [H]/P=C/C(Cl)Cl
HOMO-LUMO gap: 0.35184 hartree
Multiplicity: 1
Net charge: 0
Energy above the lowest of the compared OMol25 structures with the same formula, charge and spin: 296.1 kJ/mol
Lowest unoccupied orbital energy: -0.34 eV
E_tot: -1339.64117 hartree
HOMO level: -9.911 eV